Record 1
ORCA calculation (wB97M-V/def2-TZVPD) on an isolated molecule of C26H29N5O5.

Energy relative to the best compared isomer or geometry (same formula, charge and spin), kJ/mol: 468.57
SMILES: COCCNC(=O)[C@H](c1ccc(C)o1)N(Cc1ccc(OC)cc1)C(=O)Cn1nnc2ccccc21
Gap between HOMO and LUMO, eV: 8.68

```
! RIJCOSX wB97M-V def2-TZVPD def2/J DEFGRID3
* xyz 0 1
H -5.03348 -0.24155 -0.76194
H -3.35489 -3.00134 2.76979
H 4.14099 -4.06518 -0.14757
C 4.80200 1.15374 1.61036
H 5.03240 -0.39048 -0.48930
H -0.64169 1.80780 0.78832
C 3.44564 -3.30879 -0.44845
H 0.36616 1.27092 2.16505
C 3.35011 2.83134 -0.02138
C -4.54419 1.83904 -0.47521
H 0.11460 -1.62166 -2.34915
C -4.26565 0.51387 -0.79158
O 2.60349 -1.37959 -1.15408
O 0.72770 -1.01188 1.33990
H -2.79261 -0.88991 -1.39780
C 1.56868 -2.22600 -0.93348
C -1.95570 1.07266 -1.19837
C -2.98235 0.14164 -1.15112
H -1.67809 -2.41481 2.95382
H -3.38399 0.52583 1.89661
H -4.00548 -0.61664 3.12109
N 2.37226 3.49368 -0.70107
H -3.75035 3.81207 -0.31768
H -1.75470 -4.52751 1.63552
O -1.79862 -3.00507 -1.59806
O -2.83161 -1.37782 1.59426
H 5.84608 -1.95881 -0.65481
C -6.83754 1.40773 -0.01196
C -3.51917 2.78407 -0.54753
H -6.64341 0.61483 0.71768
C 4.73947 2.95923 -0.01702
H 2.94131 0.25844 2.22395
H -0.15722 -2.58612 1.03983
C -2.24311 2.40377 -0.90535
C -2.01600 -3.57646 1.16144
H -0.56772 0.25266 -2.59231
C 2.71732 1.86443 0.79827
C -2.48898 -2.58934 2.22854
C 0.33535 -0.14066 0.57314
H -1.46184 3.14857 -0.97000
H -7.05700 0.95904 -0.98590
H 5.40824 0.51180 2.23228
C 5.44118 2.11335 0.80773
H -7.69383 1.99606 0.31421
O -5.76240 2.31195 -0.09030
H 6.51873 2.17778 0.84322
C 0.20091 -1.71441 -1.25945
C 3.74252 -2.04278 -0.85275
C 2.03385 -3.42985 -0.50118
H 1.45122 -4.29343 -0.25683
C 3.43422 1.00659 1.62384
N 1.24535 3.02086 -0.36284
C -3.14384 -0.35063 2.49551
N -0.87461 -3.03035 0.46978
H 5.21395 -1.12147 -2.08193
H -2.80106 -3.73773 0.41937
N 1.39273 2.04278 0.54207
C -0.93700 -2.66002 -0.81526
C 5.03836 -1.33678 -1.02803
N 0.00401 -0.36723 -0.70560
C -0.55390 0.66122 -1.57950
H -2.29268 -0.12604 3.15120
H 0.09579 1.54151 -1.58729
H 5.22569 3.69408 -0.63734
C 0.28348 1.30723 1.07360
*
```

These are the Löwdin partial charges, in e, on atoms 1 to 2: H 0.110; H 0.128

***

Record 2
ORCA calculation (wB97M-V/def2-TZVPD) on a cluster of 5 separate species, C26H63N11O6P in total.

Gap between HOMO and LUMO, eV: 7.12

```
! RIJCOSX wB97M-V def2-TZVPD def2/J DEFGRID3
* xyz 1 1
H -1.15225 -5.02653 -0.59264
C -0.90352 3.85226 0.71766
H -3.18083 0.14324 3.00148
H -5.42145 -4.07815 -1.93692
H -5.72646 1.72203 5.90976
C 2.80185 1.12870 -0.57333
C 3.74623 1.40485 -1.85281
H 4.76468 0.86828 -1.69791
C 6.84361 -1.57093 -0.22665
H -4.57798 -2.84741 -1.01215
H 3.41707 5.87461 -4.96223
H 0.02333 -2.41220 -3.74349
H 4.93328 3.31991 -1.91076
H -6.55894 2.52998 3.01402
H -4.90014 -4.34794 1.60453
N 0.39402 3.45808 1.26228
C 8.18445 -2.33006 -0.13479
C -3.86479 2.50023 4.07514
N -4.12631 0.12163 3.38181
H -7.98985 -4.78925 0.65257
H -6.61913 -5.88134 0.55432
H -5.07008 -2.75659 1.50765
N -0.91905 3.60256 -0.73313
H -2.79489 2.53932 3.83850
H -6.11534 4.07199 2.29038
H -4.02781 3.21701 4.88879
H 8.75393 -1.88739 0.69046
N 1.86681 3.57757 -4.78284
C -4.19950 -6.08907 -0.89307
C 3.89233 2.95100 -2.28842
O 2.45993 3.87259 3.25386
H 6.20642 -1.76989 0.64388
N 4.00165 2.95826 -3.80872
P 0.73939 3.68507 3.01680
H 1.74724 -2.22990 -4.12396
H -4.16803 4.69690 1.26750
H 3.31036 0.27300 0.03394
C -4.19993 1.05829 4.51163
H -5.63926 -0.03009 5.70597
H 5.97856 -3.81540 -1.83575
C 0.41565 3.05041 -0.91457
H -0.71520 -1.54728 -1.82087
C 5.36756 -2.99297 -1.46057
H -2.01725 4.55308 2.31983
H 7.06356 -0.49743 -0.20973
O -3.95155 -4.72171 -0.60768
H 1.20786 -3.68009 -3.28461
H 0.41805 -1.06288 -0.57045
H -1.56367 -3.87901 -1.86976
C -7.07227 -5.00026 0.09484
H -4.80808 -6.21996 -1.79218
C -0.08479 -3.14986 -0.45447
H 2.59345 5.81154 -3.47390
H -0.03735 -4.77569 -1.92492
C -5.86730 3.36986 3.09138
H 3.46297 3.15070 0.41753
H -3.52384 3.85348 -0.24115
H -4.69677 0.50979 2.62873
C 3.01801 3.98253 -4.24717
H 4.93834 3.26610 -4.11488
C -6.14928 -3.78475 0.11652
C 1.03722 -2.60698 -3.38325
N 1.23832 2.92432 0.28950
N -2.00115 4.36486 1.30585
H 9.16034 -1.19441 -1.51760
H 1.53164 -2.94744 0.77140
C -3.10994 7.35100 -0.56168
O 6.12422 -1.79287 -1.43864
C -0.74051 -4.26585 -1.26232
H -5.99053 3.88000 4.05050
H 1.36493 4.47614 -4.99009
H 3.24430 0.85644 -2.75181
N 1.14919 -3.66401 0.15557
C -3.18699 6.11480 -0.15272
H 7.30121 -3.97121 0.98449
C 8.02365 -3.81545 0.17769
H 7.69802 -4.39524 -0.68869
H 1.84603 -3.73854 -0.58749
C 2.62881 2.36383 0.44585
N 8.97252 -2.18452 -1.36588
H 8.97877 -4.23999 0.50150
N 3.37856 5.41936 -4.03183
H 3.03674 3.63878 -1.94922
H -3.45037 0.75958 5.25322
C -5.56692 0.92509 5.17741
N -5.60671 -3.62242 1.47234
H 4.95520 -3.23979 -0.47797
C -3.27006 4.65902 0.53437
O -4.53379 2.92525 2.88720
C -5.02615 -3.84494 -0.94089
H 2.65787 1.90841 1.51926
O 0.11310 5.23169 3.53834
H 0.49477 5.90798 2.90988
C 0.17954 -1.86908 -1.27415
H 0.76528 2.72803 -1.96193
H -2.90496 8.44358 -0.85643
H -6.38952 0.95163 4.45942
H -3.23564 -6.58011 -1.05172
H 1.81059 0.69530 -0.95673
H -6.76612 -2.90805 -0.11249
H -4.67420 -6.57138 -0.03709
H -7.35867 -5.25776 -0.92917
H -0.77995 -2.88449 0.35051
H 4.53879 -2.85576 -2.16047
H 2.78765 4.51463 2.55831
O 1.30333 -1.95480 -2.15096
H 8.36384 -2.43548 -2.14663
*
```

These are the Löwdin partial charges, in e, on atoms 1 to 2: H 0.075; C -0.264

***

Record 3
ORCA calculation (wB97M-V/def2-TZVPD) on the ion C9H15OS with charge +1.

Energy relative to the best compared isomer or geometry (same formula, charge and spin), kJ/mol: 79.87
Gap between HOMO and LUMO, eV: 10.18

```
! RIJCOSX wB97M-V def2-TZVPD def2/J DEFGRID3
* xyz 1 1
C -1.58897 -0.28870 -0.30053
H -2.69389 -3.16544 1.13026
C 3.27183 -1.71579 -1.74442
H -1.30345 -0.99370 -1.03682
H -2.00990 0.49840 -0.90031
H -0.38290 2.34669 2.51887
C -1.74703 3.27252 1.10725
S 0.16100 0.15375 0.26726
H 2.36889 -1.99626 0.27984
C 2.34049 -1.31351 -0.62092
C -2.31989 -1.08290 0.65856
H 1.30675 1.99444 0.89125
C -0.70586 2.56349 1.53461
C 0.32318 2.02718 0.50465
C 1.41663 -0.41350 -0.94975
H 0.23322 2.45829 -0.45222
H -3.00002 -0.49482 1.25416
H 1.28030 0.05791 -1.84487
H 4.34473 -1.67128 -1.31030
H -2.03837 3.37358 -0.03912
H -1.57185 -2.79616 -0.26103
H 3.27901 -1.03241 -2.60045
H -2.32387 3.77370 1.87588
H 3.20872 -2.70033 -2.06235
C -2.28476 -2.41318 0.48029
O 0.43602 -0.44197 1.62019
*
```

These are the Löwdin partial charges, in e, on atoms 1 to 2: C -0.246; H 0.078

***

The records above yield strongest force on any atom values of 1.315, 6.960, 4.016 eV/A, respectively.
The records above yield highest occupied orbital energy values of -8.200, -10.621, -13.617 eV, respectively.
The records above yield E_tot values of -1658.1268, -2423.0142, -824.9338 Eh, respectively.